Run i
9
Properties=species:S:1:pos:R:3:mulliken_charge:R:1 method="wB97M-V/def2-TZVPD" multiplicity=1 orbital_gap_ev=9.164
N -1.387 0.262 -0.972 -0.5477
N 0.619 -0.539 0.845 -0.6168
O 0.323 1.854 -0.149 -0.4505
S -0.883 1.123 0.274 0.5869
S 1.608 -0.742 -0.612 0.0033
H 0.603 -0.367 -1.196 0.1500
H -2.393 -0.175 -0.955 0.2527
H 0.587 -1.523 1.235 0.2899
H 0.923 0.108 1.529 0.3321



Run ii
9
Properties=species:S:1:pos:R:3:mulliken_charge:R:1 method="wB97M-V/def2-TZVPD" smiles=NSOSN multiplicity=1 orbital_gap_ev=8.450
N 1.546 0.484 0.359 -0.5303
N -1.926 -0.422 0.448 -0.4620
O 0.064 0.046 -1.532 -0.4043
S 1.138 -0.805 -0.723 0.1580
S -1.571 0.573 -0.832 0.1731
H 2.366 0.271 0.809 0.2533
H 1.704 1.250 -0.293 0.2687
H -1.541 -0.029 1.357 0.2824
H -1.779 -1.368 0.408 0.2612



It is run ii that is most stable; the runner-up trails by 58.9 kJ/mol.



Run i
12
Properties=species:S:1:pos:R:3:mulliken_charge:R:1 method="wB97M-V/def2-TZVPD" multiplicity=1 orbital_gap_ev=9.066 total_charge=+1
C -1.904 -0.360 -0.404 -0.0524
C 0.374 -0.697 0.186 0.2849
C 0.645 0.730 0.181 -1.1349
N -0.802 -1.162 -0.051 -0.0200
N -2.938 -0.531 0.294 -0.3818
Cl -4.354 0.309 0.020 0.0333
H -1.770 0.335 -1.238 0.4276
H 1.154 -1.406 0.448 0.4571
H 0.075 1.278 -0.569 0.3478
H 0.327 1.132 1.152 0.3470
H 1.705 0.948 0.080 0.3416
H -1.024 -2.146 0.112 0.3499



Run ii
12
Properties=species:S:1:pos:R:3:mulliken_charge:R:1 method="wB97M-V/def2-TZVPD" multiplicity=1 orbital_gap_ev=9.974 total_charge=+1
C -2.377 -0.264 -0.178 0.4452
C 1.772 0.892 -0.283 0.3280
C 3.034 0.791 0.307 -0.7525
N 0.687 0.877 -0.630 -0.4704
N -2.678 -1.509 -0.027 -0.1634
Cl -3.392 0.977 0.040 0.0189
H -1.284 -0.087 -0.512 0.2779
H 3.417 1.780 0.407 0.2914
H 3.547 0.199 -0.352 0.2901
H 2.837 0.254 1.255 0.2592
H -1.971 -2.140 -0.088 0.2533
H -3.594 -1.769 0.060 0.2223



It is run ii that is most stable; the runner-up trails by 77.6 kJ/mol.



Run i
19
Properties=species:S:1:pos:R:3:mulliken_charge:R:1 method="wB97M-V/def2-TZVPD" multiplicity=1 orbital_gap_ev=9.966 total_charge=+1
C 1.057 0.204 -1.862 -0.3748
C 0.648 0.972 -0.847 0.6680
C -0.388 -1.010 -0.452 0.5457
C 1.036 2.335 -0.555 -1.4728
C -0.783 0.683 1.229 -1.0763
C -1.075 -2.293 0.355 -0.6870
N -0.169 0.214 0.033 0.1195
O -0.253 -2.678 1.325 -0.4193
S 0.457 -1.402 -1.830 -0.0584
H 1.926 0.595 -2.487 0.3657
H 1.368 3.040 -1.303 0.4039
H 0.109 2.847 -0.181 0.3654
H 1.668 2.369 0.367 0.3529
H -1.879 0.678 1.147 0.3652
H -0.611 -0.081 1.982 0.4057
H -0.380 1.614 1.697 0.3802
H -2.027 -1.789 0.858 0.3136
H -1.132 -3.115 -0.412 0.4526
H 0.430 -3.185 0.939 0.3503



Run ii
19
Properties=species:S:1:pos:R:3:mulliken_charge:R:1 method="wB97M-V/def2-TZVPD" multiplicity=1 orbital_gap_ev=10.364 total_charge=+1
C -0.772 1.884 0.561 -0.3920
C -0.368 3.143 0.872 -0.1980
C 1.240 1.399 1.122 -0.0750
C 1.009 -1.913 -1.739 -0.5727
C -1.278 -1.216 0.058 -1.4992
C 0.146 -1.077 0.414 0.6038
N 0.135 0.892 0.649 -0.0288
O 1.075 -1.637 -0.336 -0.2919
S 1.289 3.103 1.424 -0.0028
H -1.882 1.758 0.308 0.2750
H -0.997 4.037 0.918 0.3915
H 2.239 0.785 1.103 0.3255
H -0.082 -1.645 -2.136 0.2647
H 1.737 -1.433 -2.370 0.2924
H 1.112 -2.987 -1.915 0.2702
H -1.306 -0.700 -0.921 0.4737
H -2.092 -0.968 0.726 0.3711
H -1.502 -2.245 -0.254 0.3684
H 0.297 -1.181 1.516 0.4241



It is run i that is most stable; the runner-up trails by 101.9 kJ/mol.



Run i
8
Properties=species:S:1:pos:R:3:mulliken_charge:R:1 method="wB97M-V/def2-TZVPD" smiles=CSC#CI multiplicity=1 orbital_gap_ev=8.842
C 1.118 -0.431 0.100 -0.2013
C 2.159 0.108 -0.049 0.0415
C -1.544 0.079 -0.016 -0.7743
S -0.320 -1.292 0.041 -0.1378
I 4.033 0.831 0.002 0.2223
H -1.282 0.643 -0.850 0.3154
H -1.682 0.525 1.067 0.2575
H -2.481 -0.463 -0.297 0.2768



Run ii
8
Properties=species:S:1:pos:R:3:mulliken_charge:R:1 method="wB97M-V/def2-TZVPD" multiplicity=1 orbital_gap_ev="4.759 / 4.771"
C 0.206 0.284 1.731 0.1887
C -0.238 0.528 0.645 -0.1004
C -0.849 0.737 -0.487 -0.9093
S 1.108 -1.622 -1.570 -0.3935
I -2.856 0.718 -0.806 0.2244
H 0.560 -0.186 2.574 0.4631
H -0.209 1.252 -1.198 0.4473
H 2.277 -1.710 -0.889 0.0796



It is run i that is most stable; the runner-up trails by 334.1 kJ/mol.